Run w
{"formula": "C5H15NO3", "method": "ωB97M-V with the def2-TZVPD basis set", "symbols": ["O", "O", "O", "N", "C", "C", "C", "C", "C", "H", "H", "H", "H", "H", "H", "H", "H", "H", "H", "H", "H", "H", "H", "H"], "xyz": [[1.08868, 0.76234, 1.11261], [-1.23256, -0.00369, 1.26806], [-0.45308, 0.28508, -1.02913], [-2.67419, -0.64930, -0.34064], [-1.34030, -0.61610, 0.09474], [-0.66564, -1.97302, -0.02142], [-0.81964, 1.66516, -1.05941], [2.19372, 0.33065, 1.82802], [1.50627, 0.23238, -1.04669], [-0.30058, 2.13142, -1.89861], [-0.18251, 0.31183, 1.37043], [-2.79974, -0.94563, -1.29642], [2.12213, -0.71805, 2.16608], [-1.24593, -2.69082, 0.55506], [3.11607, 0.41167, 1.21679], [-3.19097, 0.18615, -0.10794], [2.02887, 1.14133, -0.79574], [-1.89301, 1.76231, -1.23413], [1.91345, -0.66143, -0.60365], [1.28342, 0.14279, -2.10208], [0.33783, -1.91995, 0.39185], [-0.54335, 2.15709, -0.12606], [-0.61238, -2.29807, -1.05990], [2.36345, 0.95584, 2.71820]], "mulliken_charge": [-0.587, -0.666, -0.310, -0.613, 1.142, -1.302, -0.759, -0.766, -0.602, 0.292, 0.364, 0.214, 0.265, 0.375, 0.249, 0.317, 0.283, 0.267, 0.334, 0.351, 0.213, 0.352, 0.330, 0.258], "gap_ev": 8.5, "total_charge": 0}


Run x
{"formula": "C5H15NO3", "method": "ωB97M-V with the def2-TZVPD basis set", "symbols": ["O", "O", "O", "N", "C", "C", "C", "C", "C", "H", "H", "H", "H", "H", "H", "H", "H", "H", "H", "H", "H", "H", "H", "H"], "xyz": [[-3.09837, 1.67111, -0.63375], [-0.70091, 1.00418, 1.90130], [-2.32241, -1.68308, 1.34363], [0.99009, 1.21658, -1.56133], [1.49696, -0.64434, -0.18471], [2.09234, 1.99308, -1.01065], [1.31028, -1.81568, 0.63510], [0.64330, -0.01103, -1.04407], [0.41218, -2.77635, 0.50668], [2.07212, -1.97034, 1.40186], [-1.57530, 1.35810, 1.94367], [0.43083, 1.49358, -2.34603], [-3.19565, -1.26534, 1.39655], [-0.06002, 1.72663, 1.74862], [-0.43280, -2.82876, -0.18076], [-2.23051, -2.47839, 0.85494], [2.50145, -0.24356, -0.26198], [-2.74252, 1.91919, -1.49625], [-0.28883, -0.46052, -1.36063], [-2.45664, 0.98919, -0.40705], [3.07242, 1.56154, -1.23254], [1.90863, 3.06049, -1.10885], [0.19585, -3.70954, 1.03025], [1.97753, 1.89326, 0.06600]], "mulliken_charge": [-0.635, -0.577, -0.579, -0.176, -0.530, -1.038, -0.040, 0.028, -1.010, 0.295, 0.286, 0.236, 0.297, 0.288, 0.275, 0.313, 0.283, 0.311, 0.427, 0.327, 0.312, 0.355, 0.217, 0.332], "gap_ev": 7.7, "total_charge": 0}


Run y
{"formula": "C5H15NO3", "method": "ωB97M-V with the def2-TZVPD basis set", "symbols": ["O", "O", "O", "N", "C", "C", "C", "C", "C", "H", "H", "H", "H", "H", "H", "H", "H", "H", "H", "H", "H", "H", "H", "H"], "xyz": [[-1.49060, 2.16396, -2.62787], [2.22149, 0.98027, -0.29533], [1.17970, 2.19982, 1.87279], [-0.51491, -0.25773, -0.21366], [-0.20227, -1.70828, -0.19485], [-0.97270, 1.61923, -1.68616], [-1.34656, 0.10276, 0.97358], [-1.20668, 0.13756, -1.41649], [0.90029, -2.00004, 0.81642], [-0.87915, -0.39478, -2.30050], [-0.75305, -0.15468, 1.86726], [0.15610, -2.06515, -1.22160], [2.01180, 2.24592, 1.34755], [1.26808, -3.03117, 0.67716], [1.40216, 0.60160, -0.37287], [-2.31823, -0.05318, -1.44106], [-1.10947, -2.34732, 0.03665], [1.69761, -1.32581, 0.71637], [-1.50473, 1.22691, 1.03243], [-2.31209, -0.38496, 1.05968], [2.67487, 0.69387, -1.09739], [-0.25391, 2.19251, -0.91802], [0.52765, -1.88189, 1.86435], [0.82460, 1.44056, 1.52158]], "mulliken_charge": [-0.492, -0.647, -0.642, 0.461, -0.444, 0.110, -1.444, -0.611, -1.124, 0.356, 0.411, 0.317, 0.350, 0.370, 0.234, 0.329, 0.304, 0.310, 0.377, 0.328, 0.275, 0.244, 0.299, 0.329], "gap_ev": 10.4, "total_charge": 0}


Run z
{"formula": "C5H15NO3", "method": "ωB97M-V with the def2-TZVPD basis set", "symbols": ["O", "O", "O", "N", "C", "C", "C", "C", "C", "H", "H", "H", "H", "H", "H", "H", "H", "H", "H", "H", "H", "H", "H", "H"], "xyz": [[1.97179, -2.80330, 0.61847], [1.92185, 2.30265, 2.87081], [-0.13113, -4.37231, 0.21071], [-0.11920, -0.17370, -1.24727], [-0.60116, 0.53559, -0.08538], [-0.78103, 1.97860, -0.49074], [1.14279, -0.22136, -1.38383], [-1.75903, 2.20095, -1.61848], [-0.91695, -0.00339, 1.09002], [-1.67391, 3.19330, -2.10385], [-0.69793, -3.49201, 0.41732], [1.37593, 1.94289, 3.64105], [-2.81316, 2.40156, -1.22121], [1.38116, 1.92878, 2.24318], [2.15310, -3.57503, -0.23346], [-0.35650, -4.55795, -0.67009], [-0.49328, -0.95227, 1.50045], [-1.00180, 2.61823, 0.30920], [1.55494, -0.71918, -2.27847], [1.86887, 0.08262, -0.63315], [1.08170, -2.47682, 0.28394], [-1.39377, 0.46571, 1.90135], [-2.01152, 1.35512, -2.34639], [0.29824, 2.34132, -0.77419]], "mulliken_charge": [-0.601, -0.635, -0.661, -0.371, 0.569, -0.505, -0.390, -1.094, -0.966, 0.334, 0.346, 0.333, 0.293, 0.295, 0.364, 0.324, 0.155, 0.475, 0.312, 0.302, 0.189, 0.381, 0.289, 0.261], "gap_ev": 10.0, "total_charge": 0}


Relative energies with respect to the most stable structure, expressed in kcal/mol: run w 70.5; run x 31.6; run y 0.0; run z 55.8.